# C8H5N2O3

C8H5N2O3 as an isolated structure at a distorted geometry (ωB97M-V/def2-TZVPD, OMol25).

CARTESIAN COORDINATES (ANGSTROEM)
C: -1.52 2.00 0.95
C: -2.30 0.86 1.18
C: -0.26 1.91 0.32
C: -1.86 -0.39 0.78
C: 0.20 0.68 -0.06
C: -0.59 -0.50 0.15
C: 1.53 0.42 -0.72
C: 1.62 -0.96 -1.04
N: -0.02 -1.59 -0.28
N: 2.56 -1.95 -1.29
O: 3.65 -1.54 -1.59
O: 2.35 1.27 -0.97
O: 2.16 -3.09 -1.20
H: -1.87 2.96 1.29
H: -3.26 0.96 1.66
H: 0.34 2.80 0.16
H: -2.46 -1.27 0.93
H: -0.26 -2.57 -0.29

Results
LUMO (alpha / beta): -0.28256 / -0.27966 Eh
E: -17484.836 eV
Charge: +1
Max |F|: 5.5 eV/Å

=====

# C8H5N4O2S4SbTc

C8H5N4O2S4SbTc as an isolated structure at a distorted geometry (ωB97M-V/def2-TZVPD, OMol25).

CARTESIAN COORDINATES (ANGSTROEM)
Tc: 0.43 -0.95 0.70
S: -1.15 -4.84 -2.53
Sb: -0.88 -4.20 -0.33
S: 1.33 -2.94 0.05
S: -1.62 -1.75 0.14
S: -1.45 -5.57 1.43
O: 0.39 -1.23 2.40
N: 0.47 -1.30 3.67
C: -0.39 -0.74 4.46
C: -0.19 -0.76 5.87
N: -0.05 -0.70 7.00
C: -1.52 -0.04 3.93
N: -2.36 0.49 3.37
O: 0.76 0.07 -0.76
N: 0.68 1.06 -1.65
C: 1.73 1.87 -1.83
C: 1.66 2.91 -2.73
C: 0.48 3.11 -3.45
C: -0.59 2.25 -3.25
C: -0.47 1.22 -2.34
H: 2.62 1.67 -1.23
H: 2.51 3.56 -2.86
H: 0.41 3.92 -4.16
H: -1.52 2.37 -3.78
H: -1.27 0.52 -2.12

Results
Energy above the lowest of the compared OMol25 structures with the same formula, charge and spin: 29.0 kcal/mol
LUMO (alpha / beta): -0.35075 / -0.35686 Eh
E: -70485.156 eV
Charge: +2
Multiplicity: 2
Max |F|: 4.9 eV/Å

=====

# C8H6AsCl3MoO2S4

C8H6AsCl3MoO2S4 as an isolated structure (ωB97M-V/def2-TZVPD, OMol25).

CARTESIAN COORDINATES (ANGSTROEM)
Mo: 0.78 2.24 0.30
S: 1.26 4.31 -0.57
As: 0.89 4.57 1.67
S: 2.20 2.85 2.12
S: -0.95 3.29 1.58
S: 0.86 6.41 2.53
Cl: -3.37 1.58 -0.24
C: -2.53 2.63 -1.36
Cl: -0.97 1.92 -1.85
H: -2.30 3.58 -0.87
H: -3.11 2.74 -2.26
Cl: 0.38 -6.14 -0.46
C: 0.44 -4.42 -0.28
C: 1.36 -3.70 -1.02
C: 1.41 -2.32 -0.87
C: 0.55 -1.69 0.02
C: -0.37 -2.43 0.76
C: -0.43 -3.80 0.61
C: 0.59 -0.23 0.19
O: -0.12 0.39 1.00
O: 1.43 0.50 -0.49
H: 2.03 -4.21 -1.70
H: 2.12 -1.74 -1.43
H: -1.03 -1.92 1.45
H: -1.13 -4.40 1.18

Results
Energy above the lowest of the compared OMol25 structures with the same formula, charge and spin: 1.6 kcal/mol
LUMO (alpha / beta): -0.07022 / -0.05140 Eh
E: -156093.206 eV
Charge: 0
Multiplicity: 3
Max |F|: 0.7 eV/Å

=====

# C8H6Cl4O

A 2-piece molecular cluster, C8H6Cl4O overall at a distorted geometry (ωB97M-V/def2-TZVPD, OMol25).

CARTESIAN COORDINATES (ANGSTROEM)
C: -2.85 -0.19 -0.69
C: -2.37 -0.98 0.34
C: -2.07 0.69 -1.33
C: -1.07 -0.73 0.85
C: -0.83 0.98 -0.80
C: -0.33 0.31 0.23
C: 1.65 0.61 0.74
C: 2.46 -0.26 -0.21
O: 1.86 0.20 2.03
Cl: 1.90 2.33 0.47
Cl: 4.24 -0.10 0.30
Cl: 2.33 0.22 -1.90
Cl: 2.01 -1.98 -0.01
H: -3.70 -0.60 -1.12
H: -3.02 -1.71 0.82
H: -2.34 1.15 -2.29
H: -0.58 -1.41 1.59
H: -0.13 1.71 -1.15
H: 2.84 -0.23 2.10

Results
Energy above the lowest of the compared OMol25 structures with the same formula, charge and spin: 5.4 kcal/mol
LUMO: 0.01092 Eh
E: -60528.024 eV
Charge: 0
Max |F|: 4.8 eV/Å

=====

# C8H6ClPS2

A 2-piece molecular cluster, C8H6ClPS2 overall at a distorted geometry (ωB97M-V/def2-TZVPD, OMol25).

CARTESIAN COORDINATES (ANGSTROEM)
C: 1.11 -0.43 -2.35
C: -1.69 -1.22 0.69
C: 0.42 -1.61 -2.18
C: -1.19 0.08 0.53
C: 1.97 -0.09 -1.30
C: -2.63 -1.52 -0.27
C: 0.71 -2.20 -0.92
C: -1.89 0.78 -0.45
P: 0.28 -3.73 -0.27
S: 1.88 -1.26 -0.07
S: -2.98 -0.20 -1.25
Cl: -1.74 2.46 -0.71
H: 0.83 0.10 -3.23
H: -1.42 -1.94 1.41
H: -0.48 -2.03 -2.68
H: -0.30 0.46 1.20
H: 2.76 0.69 -1.23
H: -3.12 -2.54 -0.27

Results
LUMO (alpha / beta): -0.04662 / -0.04796 Eh
E: -51871.317 eV
Charge: 0
Max |F|: 2.9 eV/Å

=====

# C8H6CrN2O5S

C8H6CrN2O5S as an isolated structure at a distorted geometry (ωB97M-V/def2-TZVPD, OMol25).

CARTESIAN COORDINATES (ANGSTROEM)
O: 1.72 -0.87 -1.74
C: 1.56 0.16 -1.24
Cr: 0.98 1.98 -0.11
O: 3.09 3.52 -1.74
C: 2.29 2.90 -1.15
C: 0.56 3.52 0.79
O: 0.22 4.43 1.43
C: 2.30 1.47 1.15
O: 3.07 1.19 1.98
C: -0.34 2.24 -1.45
O: -1.20 2.42 -2.21
S: -0.57 0.97 1.14
C: -0.88 -0.68 0.65
N: -1.76 -1.05 -0.29
C: -1.85 -2.50 -0.41
C: -0.92 -2.99 0.70
N: -0.36 -1.76 1.23
H: -2.25 -0.40 -0.88
H: -1.51 -2.83 -1.39
H: -2.88 -2.83 -0.26
H: -0.13 -3.64 0.32
H: -1.47 -3.53 1.48
H: 0.32 -1.71 1.98

Results
LUMO (alpha / beta): -0.48539 / -0.58245 Eh
E: -60833.631 eV
Charge: +3
Multiplicity: 4
Max |F|: 10.5 eV/Å

=====

max |F| of number 6 (C8H6CrN2O5S)?
10.5 eV/Å

=====

Repeat the fifth record exactly.
# C8H6ClPS2

A 2-piece molecular cluster, C8H6ClPS2 overall at a distorted geometry (ωB97M-V/def2-TZVPD, OMol25).

CARTESIAN COORDINATES (ANGSTROEM)
C: 1.11 -0.43 -2.35
C: -1.69 -1.22 0.69
C: 0.42 -1.61 -2.18
C: -1.19 0.08 0.53
C: 1.97 -0.09 -1.30
C: -2.63 -1.52 -0.27
C: 0.71 -2.20 -0.92
C: -1.89 0.78 -0.45
P: 0.28 -3.73 -0.27
S: 1.88 -1.26 -0.07
S: -2.98 -0.20 -1.25
Cl: -1.74 2.46 -0.71
H: 0.83 0.10 -3.23
H: -1.42 -1.94 1.41
H: -0.48 -2.03 -2.68
H: -0.30 0.46 1.20
H: 2.76 0.69 -1.23
H: -3.12 -2.54 -0.27

Results
LUMO (alpha / beta): -0.04662 / -0.04796 Eh
E: -51871.317 eV
Charge: 0
Max |F|: 2.9 eV/Å